The following is a quantum chemistry calculation of a 13-piece molecular cluster, C17H60N4O13 overall in a non-equilibrium geometry, from OMol25.

ORCA input file:
```
! RIJCOSX wB97M-V def2-TZVPD def2/J DEFGRID3
* xyz 0 1
C -1.41 3.37 -1.23
C -1.91 4.15 -2.44
O -3.16 4.70 -2.18
H -0.33 3.31 -1.20
H -1.79 2.40 -1.12
H -1.55 3.93 -0.34
H -1.92 3.63 -3.36
H -1.14 4.87 -2.57
H -3.09 5.26 -1.44
C 0.38 -2.15 -4.44
C 0.34 -2.12 -2.90
O 0.82 -3.43 -2.56
H -0.46 -2.72 -4.74
H 1.24 -2.70 -4.82
H 0.30 -1.19 -4.87
H -0.68 -1.86 -2.52
H 1.03 -1.39 -2.45
H 1.76 -3.41 -2.71
C 2.99 3.34 -0.94
C 2.74 4.55 -0.04
O 3.32 4.41 1.24
H 2.55 2.44 -0.49
H 4.08 3.21 -1.11
H 2.50 3.41 -1.95
H 1.66 4.59 0.16
H 3.10 5.44 -0.55
H 2.94 5.11 1.79
C -1.46 -0.86 4.31
C -1.27 -0.84 2.79
O -2.32 -1.54 2.31
H -0.74 -0.27 4.80
H -1.43 -1.81 4.75
H -2.42 -0.53 4.68
H -0.35 -1.36 2.43
H -1.32 0.21 2.38
H -2.02 -2.41 2.35
C -0.52 -4.34 0.93
O -1.41 -4.22 2.01
N -0.66 -3.64 -0.16
N 0.51 -5.12 0.91
H -1.48 -2.94 -0.18
H -0.02 -3.62 -0.93
H 0.62 -5.44 1.90
H 1.35 -4.87 0.40
C 2.68 -2.70 0.63
O 2.75 -3.81 -0.17
N 2.89 -1.49 0.23
N 2.34 -2.73 1.89
H 3.20 -1.23 -0.75
H 2.37 -0.66 0.57
H 1.95 -3.61 2.31
H 2.36 -1.88 2.40
C 3.88 0.52 -2.54
O 3.99 -0.80 -2.19
H 4.48 0.72 -3.52
H 4.32 1.20 -1.79
H 2.83 0.77 -2.75
H 4.85 -1.12 -2.37
C -2.48 0.10 -3.53
O -2.63 1.38 -4.10
H -3.47 -0.18 -3.22
H -1.85 0.00 -2.66
H -2.12 -0.62 -4.29
H -3.23 1.87 -3.57
C 0.16 0.31 -0.02
O 1.23 0.61 0.84
H -0.55 1.13 0.03
H -0.35 -0.61 0.30
H 0.44 0.14 -1.07
H 0.95 1.16 1.57
C 0.44 3.04 2.58
O 0.41 1.79 3.26
H 0.12 2.99 1.56
H 1.49 3.39 2.66
H -0.20 3.71 3.21
H 0.59 1.91 4.19
C -4.74 0.44 0.38
O -3.36 0.63 -0.02
H -4.77 -0.30 1.16
H -5.21 -0.07 -0.46
H -5.19 1.33 0.75
H -2.98 1.11 0.71
C 2.73 -0.59 4.65
O 2.53 -0.29 3.26
H 3.29 0.24 5.12
H 3.28 -1.53 4.79
H 1.69 -0.69 5.08
H 1.99 0.51 3.14
C -4.01 -2.56 -0.78
O -2.73 -1.95 -0.78
H -4.51 -2.37 0.11
H -3.94 -3.62 -1.02
H -4.50 -1.97 -1.52
H -2.79 -1.19 -0.19
*
```

Highest occupied orbital energy (Ha): -0.31048
HOMO-LUMO gap (eV): 8.35
ΔE to the lowest compared entry with this formula, charge and spin (eV): 6.025
E (eV): -51175.031
Lowest unoccupied orbital energy (eV): -0.10

***

The following is a quantum chemistry calculation of a 14-piece molecular cluster, C17H62N12O14 overall in a non-equilibrium geometry, from OMol25.

ORCA input file:
```
! RIJCOSX wB97M-V def2-TZVPD def2/J DEFGRID3
* xyz 0 1
C -16.59 7.17 -6.46
C -16.25 5.97 -7.34
O -14.85 6.03 -7.64
H -16.21 7.12 -5.43
H -17.66 7.17 -6.29
H -16.32 8.14 -6.96
H -16.86 5.91 -8.26
H -16.47 4.98 -6.86
H -14.52 5.16 -7.98
C -14.90 10.31 0.55
C -13.79 11.15 -0.17
O -13.00 10.37 -1.10
H -15.59 9.90 -0.13
H -15.43 10.92 1.30
H -14.43 9.46 1.09
H -13.13 11.59 0.47
H -14.27 11.92 -0.72
H -12.24 10.11 -0.57
C -18.31 5.89 -3.75
C -17.10 6.07 -2.85
O -17.10 7.35 -2.38
H -19.27 5.64 -3.23
H -18.15 4.89 -4.28
H -18.48 6.78 -4.35
H -16.15 5.93 -3.36
H -17.19 5.29 -2.10
H -16.38 7.38 -1.75
C -12.48 9.98 -4.72
O -13.52 9.08 -4.68
N -12.20 10.82 -3.77
N -11.61 10.00 -5.66
H -12.79 10.88 -2.94
H -11.46 11.52 -3.80
H -11.86 9.25 -6.37
H -10.57 10.17 -5.47
C -13.82 6.91 -0.96
O -14.29 7.26 0.32
N -13.09 5.87 -1.28
N -14.13 7.69 -2.00
H -12.70 5.22 -0.52
H -12.90 5.64 -2.27
H -14.66 8.53 -1.82
H -13.80 7.59 -2.98
C -18.87 10.12 -6.44
O -19.40 8.87 -6.49
N -19.42 11.11 -7.13
N -17.85 10.50 -5.71
H -20.19 10.99 -7.80
H -18.90 11.97 -7.10
H -17.37 9.80 -5.05
H -17.61 11.46 -5.55
C -16.01 14.30 0.06
O -16.44 13.16 -0.68
N -15.79 15.46 -0.44
N -15.87 14.26 1.32
H -15.90 15.65 -1.45
H -15.43 16.21 0.13
H -16.37 13.48 1.83
H -15.76 15.10 1.89
C -14.30 14.19 -6.59
O -13.41 14.95 -7.39
N -15.50 14.58 -6.37
N -13.96 13.06 -6.03
H -15.82 15.29 -7.06
H -16.19 14.05 -5.76
H -12.95 12.80 -6.18
H -14.53 12.41 -5.43
C -16.05 10.62 -3.21
O -15.18 11.49 -3.66
N -16.95 10.92 -2.35
N -16.15 9.41 -3.70
H -16.91 11.73 -1.73
H -17.52 10.21 -1.91
H -15.31 9.18 -4.29
H -16.68 8.66 -3.28
C -13.21 14.19 -2.79
O -12.05 14.95 -2.44
H -13.06 13.10 -2.74
H -13.50 14.32 -3.85
H -14.05 14.52 -2.21
H -11.40 14.71 -3.18
C -18.70 10.82 0.36
O -18.97 9.59 -0.28
H -19.50 11.05 1.11
H -18.61 11.62 -0.27
H -17.73 10.81 0.88
H -18.43 8.86 0.11
C -18.36 13.30 -3.72
O -17.10 13.29 -4.32
H -18.22 13.41 -2.63
H -18.76 12.31 -3.81
H -19.06 14.05 -4.05
H -16.63 12.56 -3.94
C -12.88 6.12 -5.18
O -12.80 5.53 -3.94
H -13.08 5.37 -5.93
H -12.01 6.74 -5.44
H -13.77 6.79 -5.22
H -13.31 4.70 -3.97
C -19.91 9.18 -3.36
O -21.05 9.92 -3.06
H -19.67 8.54 -2.50
H -19.10 9.80 -3.57
H -20.18 8.50 -4.18
H -21.24 10.57 -3.73
*
```

Highest occupied orbital energy (Ha): -0.30464
HOMO-LUMO gap (eV): 8.33
ΔE to the lowest compared entry with this formula, charge and spin (eV): 0.000
E (eV): -65178.615
Lowest unoccupied orbital energy (eV): 0.04

***

The following is a quantum chemistry calculation of a 18-piece molecular cluster, C17H68BF4N34O17 overall in a non-equilibrium geometry, from OMol25.

ORCA input file:
```
! RIJCOSX wB97M-V def2-TZVPD def2/J DEFGRID3
* xyz -1 1
B -0.02 -0.61 -0.42
F -0.48 0.54 0.28
F 0.48 -0.15 -1.72
F 1.06 -1.27 0.18
F -1.02 -1.55 -0.64
C -5.93 -2.49 0.56
O -5.81 -3.10 -0.52
N -5.38 -2.92 1.74
N -6.68 -1.37 0.68
H -4.79 -3.75 1.67
H -5.62 -2.51 2.64
H -6.81 -0.89 1.57
H -7.03 -1.02 -0.17
C 5.27 -1.29 -4.90
O 4.62 -1.43 -5.90
N 5.25 -2.00 -3.79
N 6.37 -0.30 -4.87
H 5.86 -1.76 -3.03
H 4.66 -2.79 -3.66
H 7.24 -0.42 -4.46
H 6.39 0.27 -5.69
C 4.53 -4.64 0.60
O 5.49 -4.28 -0.02
N 3.82 -5.79 0.12
N 4.05 -4.22 1.82
H 3.64 -6.47 0.85
H 4.22 -6.27 -0.69
H 4.49 -3.46 2.25
H 3.20 -4.60 2.18
C 0.05 5.53 -0.47
O -1.04 6.03 -0.92
N 0.68 4.54 -1.10
N 0.48 5.88 0.82
H 0.26 4.32 -2.05
H 1.47 4.10 -0.66
H 1.45 5.73 1.01
H 0.00 6.69 1.18
C -4.96 0.20 3.75
O -5.90 -0.71 3.72
N -3.85 -0.11 2.90
N -4.96 1.31 4.45
H -4.12 -0.69 2.14
H -3.05 0.51 2.80
H -4.16 1.93 4.37
H -5.38 1.31 5.34
C 0.28 -4.77 2.27
O 1.35 -4.92 2.88
N -0.73 -5.63 2.15
N 0.03 -3.51 1.77
H -0.61 -6.57 2.51
H -1.34 -5.49 1.27
H -0.75 -3.35 1.24
H 0.87 -3.04 1.54
C 0.53 1.81 5.16
O 1.58 1.22 5.35
N 0.44 3.24 5.19
N -0.60 1.17 4.77
H 0.97 3.63 5.99
H -0.53 3.49 5.23
H -0.59 0.21 4.69
H -1.51 1.59 4.57
C -1.80 1.66 -5.80
O -1.63 2.65 -6.53
N -1.15 1.41 -4.61
N -2.47 0.54 -6.31
H -1.56 0.68 -4.02
H -0.85 2.26 -4.13
H -2.66 -0.24 -5.67
H -2.99 0.57 -7.17
C -2.37 3.70 2.68
O -2.64 2.86 3.60
N -3.35 4.41 2.02
N -1.14 3.75 2.17
H -4.28 4.13 2.20
H -3.16 4.69 1.07
H -0.98 4.46 1.52
H -0.36 3.21 2.55
C 5.15 0.53 5.05
O 5.23 1.10 6.15
N 4.21 -0.36 4.68
N 6.00 0.74 3.99
H 3.44 -0.47 5.31
H 4.15 -0.83 3.80
H 6.18 -0.14 3.53
H 6.80 1.33 4.29
C 2.48 2.95 2.14
O 2.56 3.80 1.30
N 3.44 2.80 3.06
N 1.60 1.93 2.04
H 3.27 2.22 3.82
H 4.01 3.60 3.22
H 1.69 1.16 2.73
H 1.09 1.63 1.22
C 5.31 -0.62 1.12
O 5.68 -1.32 2.07
N 4.73 0.59 1.30
N 5.26 -1.18 -0.18
H 4.85 1.02 2.25
H 4.43 1.20 0.54
H 4.85 -0.61 -0.89
H 5.50 -2.12 -0.25
C -3.26 2.62 -0.87
O -4.27 3.30 -1.03
N -2.03 3.23 -0.78
N -3.31 1.25 -0.62
H -1.97 4.00 -1.43
H -1.19 2.73 -0.43
H -2.55 0.54 -0.86
H -4.21 0.80 -0.56
C -4.21 -1.65 -3.36
O -3.76 -1.11 -4.39
N -5.53 -1.99 -3.19
N -3.47 -2.05 -2.29
H -5.90 -2.01 -2.27
H -6.11 -1.77 -4.03
H -2.48 -1.94 -2.29
H -3.78 -2.58 -1.46
C -2.49 -4.66 -1.05
O -2.59 -4.70 0.20
N -1.30 -4.37 -1.68
N -3.60 -4.97 -1.77
H -0.50 -4.27 -1.12
H -1.27 -4.31 -2.66
H -3.79 -4.44 -2.67
H -4.48 -4.96 -1.23
C 2.07 -3.50 -2.55
O 2.86 -4.32 -2.86
N 1.56 -2.47 -3.37
N 1.53 -3.56 -1.25
H 1.02 -1.74 -2.95
H 2.21 -2.23 -4.14
H 2.07 -4.13 -0.63
H 1.35 -2.67 -0.82
C -0.30 5.00 -4.25
O -0.30 4.00 -3.55
N -0.38 4.92 -5.55
N -0.04 6.21 -3.62
H -0.56 5.73 -6.15
H -0.63 3.96 -5.93
H -0.51 6.28 -2.72
H 0.17 7.01 -4.21
*
```

Highest occupied orbital energy (Ha): -0.27664
HOMO-LUMO gap (eV): 9.57
ΔE to the lowest compared entry with this formula, charge and spin (eV): 0.000
E (eV): -115780.130
Lowest unoccupied orbital energy (eV): 2.04

***

The following is a quantum chemistry calculation of C17H6Cl2N5O6ReS2SbSe4 as an isolated structure in a non-equilibrium geometry, from OMol25.

ORCA input file:
```
! RIJCOSX wB97M-V def2-TZVPD def2/J DEFGRID3
* xyz -1 1
Re -1.91 0.80 0.05
S -4.26 -0.09 -0.09
C -5.22 1.31 -0.32
C -6.64 1.14 -0.36
N -7.78 0.98 -0.36
C -4.68 2.55 -0.37
S -2.98 2.83 -0.18
C -5.48 3.74 -0.44
N -6.11 4.70 -0.47
O -2.09 -2.03 3.13
C -1.49 -1.54 2.21
O -1.92 -0.46 1.59
C -0.14 -2.09 1.80
C 0.39 -1.97 0.52
C 1.72 -2.30 0.32
C 2.53 -2.79 1.32
C 1.95 -2.96 2.56
C 0.64 -2.60 2.82
N 2.78 -3.48 3.66
O 3.97 -3.62 3.45
O 2.22 -3.75 4.71
N 2.33 -2.02 -0.99
O 1.80 -1.17 -1.66
O 3.34 -2.64 -1.28
H -0.21 -1.68 -0.33
H 3.57 -3.02 1.14
H 0.23 -2.71 3.81
Cl 1.65 1.02 2.32
C 1.94 1.64 0.73
C 3.23 1.75 0.26
C 3.44 2.31 -1.00
C 2.39 2.84 -1.73
C 1.10 2.72 -1.26
Cl -0.17 3.46 -2.15
C 0.85 2.03 -0.06
N -0.40 1.57 0.27
H 4.05 1.39 0.86
H 4.45 2.34 -1.40
H 2.56 3.31 -2.68
Se 2.01 0.76 -4.40
Sb -0.05 -0.40 -4.58
Se -1.47 0.13 -2.12
Se -0.19 -2.63 -3.79
Se -1.95 0.66 -5.52
*
```

Highest occupied orbital energy (spin up / spin down) (Ha): -0.20462 / -0.20462
HOMO-LUMO gap (spin up / spin down) (eV): 5.07 / 5.07
ΔE to the lowest compared entry with this formula, charge and spin (eV): 3.226
E (eV): -354227.384
Lowest unoccupied orbital energy (spin up / spin down) (eV): -0.49 / -0.50